<A>
Here is 2 unconnected molecules or ions with the total composition C3H6N2O2 from the OMol25 dataset. Energies are from ωB97M-V/def2-TZVPD.

Structure (XYZ):
```
13
Properties=species:S:1:pos:R:3
N -2.4928 -0.6370 0.6485
C -1.6950 0.2109 0.1899
O -1.5244 1.4400 -0.2625
C -0.3484 0.3227 -0.2645
O 0.6584 0.5700 0.6128
C 1.9454 0.6242 0.1369
N 2.2955 0.1190 -0.9588
H -3.4481 -0.3340 0.7754
H -0.9652 -1.8543 0.4249
H -0.0278 -0.0082 -1.2517
H -0.2474 -1.8579 0.2109
H 2.5602 1.1482 0.8705
H 3.2896 0.2564 -1.1321
```

Its SMILES is [H]/N=C1\O[C@H]1O/C=N/[H].[H][H]. The lowest unoccupied orbital energy comes out at 0.80 eV.


<B>
Here is a single C3H6N2O2 molecule from the OMol25 dataset. Energies are from ωB97M-V/def2-TZVPD.

Structure (XYZ):
```
13
Properties=species:S:1:pos:R:3
N -1.3808 -0.1987 -1.0489
C -1.0490 0.0693 0.2763
O -1.5495 0.9875 0.8801
C 0.0397 -0.8322 0.8907
O 1.2260 -0.1346 1.2042
C 1.6612 0.7001 0.2086
N 1.1249 1.0199 -0.8825
H -2.1120 0.3777 -1.4388
H -1.2642 -1.1189 -1.4435
H 0.2883 -1.6605 0.2150
H -0.3546 -1.2241 1.8317
H 2.6360 1.0886 0.5037
H 0.2405 0.5948 -1.2185
```

Its SMILES is [H]/N=C\OCC(N)=O. The lowest unoccupied orbital energy comes out at 0.63 eV.


<C>
Here is a single C3H6N2O2 molecule from the OMol25 dataset. Energies are from ωB97M-V/def2-TZVPD.

Structure (XYZ):
```
13
Properties=species:S:1:pos:R:3
C 1.6642 -0.5791 -0.1814
C 0.6796 0.1606 0.2724
N 0.7478 1.4469 0.8817
N -1.5352 0.2362 -0.8067
C -0.6987 -0.4477 0.1099
O -0.3469 -1.8187 -0.3331
O 2.6205 -1.0585 -0.6621
H -1.0754 -2.1432 -0.8774
H 0.5214 1.4000 1.8714
H 1.6686 1.8548 0.7747
H -1.9458 1.0799 -0.4293
H -1.0840 0.3976 -1.6999
H -1.2160 -0.5289 1.0798
```

Its SMILES is NC(=C=O)[C@@H](N)O. The lowest unoccupied orbital energy comes out at 0.80 eV.


<D>
Here is a single C3H6N2O2 molecule from the OMol25 dataset. Energies are from ωB97M-V/def2-TZVPD.

Structure (XYZ):
```
13
Properties=species:S:1:pos:R:3
N -1.7266 -0.2897 -0.7772
C -1.2546 0.0335 0.4622
O -1.7831 0.8406 1.2001
C -0.0285 -0.7723 0.9093
O 1.0866 0.0789 1.1584
C 1.6568 0.6145 0.0754
N 1.2515 0.3884 -1.1039
H -2.4578 0.3155 -1.1270
H -1.0315 -0.5787 -1.4509
H 0.2448 -1.5419 0.1818
H -0.2586 -1.2312 1.8717
H 2.4924 1.2472 0.3837
H 1.8085 0.8952 -1.7835
```

Its SMILES is [H]/N=C/OCC(N)=O. The lowest unoccupied orbital energy comes out at 0.92 eV.


Quick one: most stable of them? <D>


<A>
Here is a single C3H6N2O2 molecule from the OMol25 dataset. Energies are from ωB97M-V/def2-TZVPD.

Structure (XYZ):
```
13
Properties=species:S:1:pos:R:3
N 1.5522 -0.9778 -0.9939
C 0.6254 -0.2837 -0.2028
O -0.6191 -0.3661 -0.8167
C 0.9919 0.8703 0.6012
O 0.6109 -0.3883 1.2090
C -1.6983 -0.0283 -0.0500
N -2.4764 0.8704 -0.4640
H 1.2650 -1.9324 -1.1700
H 2.4889 -0.9382 -0.6166
H 0.2751 1.6835 0.7128
H 2.0391 1.1385 0.7393
H -1.7997 -0.6160 0.8663
H -3.2550 0.9682 0.1853
```

Its SMILES is [H]/N=C/O[C@@]1(N)CO1. The lowest unoccupied orbital energy comes out at 0.94 eV.


<B>
Here is a single C3H6N2O2 molecule from the OMol25 dataset. Energies are from ωB97M-V/def2-TZVPD.

Structure (XYZ):
```
13
Properties=species:S:1:pos:R:3
C -1.4840 -0.6536 0.2207
C 0.1666 2.1969 -0.8655
C 1.1339 -0.8732 0.3366
H -1.5479 -1.1881 1.0793
H -1.9328 0.3647 -0.0118
H -1.7911 -1.2453 -0.6748
H 0.6145 2.7091 -1.8083
H 2.1060 -0.2411 0.3244
H 1.9229 -2.3392 1.4373
N -0.0070 -0.1850 -0.1273
N 0.9240 -1.9629 1.0980
O 0.1904 0.8198 -1.2360
O -0.2955 2.5979 0.2273
```

Its SMILES is [H]/N=C/N(C)OC=O. The lowest unoccupied orbital energy comes out at 0.73 eV.


<C>
Here is a single C3H6N2O2 molecule from the OMol25 dataset. Energies are from ωB97M-V/def2-TZVPD.

Structure (XYZ):
```
13
Properties=species:S:1:pos:R:3
C -0.7631 0.7512 -0.8107
C -2.7671 -0.2902 -0.0398
C 2.4078 -0.1322 0.5946
N 0.4785 0.8456 -0.5451
N 1.0146 -0.0589 0.2530
O -1.4427 -0.3182 -0.1191
O -3.6201 0.4540 -0.4913
H -1.3505 1.3565 -1.5049
H -2.9919 -1.0499 0.6071
H 2.7068 0.5581 1.4312
H 2.5964 -1.1587 0.9919
H 2.9843 0.0148 -0.3163
H 0.7471 -0.9721 -0.0507
```

Its SMILES is CN/N=C\OC=O. The lowest unoccupied orbital energy comes out at 0.81 eV.


<D>
Here is a molecular structure, C3H6N2O2 from the OMol25 dataset. Energies are from ωB97M-V/def2-TZVPD.

Structure (XYZ):
```
13
Properties=species:S:1:pos:R:3
C -0.2981 0.1219 -1.5514
C 0.1880 -1.4221 0.8007
C -0.4138 1.1038 0.8207
O 0.2760 -0.8116 1.8663
O -0.7029 -0.0411 -0.1792
N 0.5824 -2.3381 0.1023
N 0.4653 1.9444 0.5249
H 1.2749 -2.8951 0.5981
H 0.4675 2.7607 1.1332
H -1.2388 1.1451 1.5307
H -0.2893 -0.8743 -1.9950
H -1.0176 0.7563 -2.0684
H 0.7065 0.5501 -1.5829
```

The lowest unoccupied orbital energy comes out at 0.77 eV.


Quick one: most stable of them? <A>